# C43H41Br3F2N6

A structure of composition C43H41Br3F2N6 (wB97M-V/def2-TZVPD, the OMol25 dataset).

Atoms and positions in Å:
F  2.404  7.014  -1.781
C  2.105  6.211  -0.727
C  3.144  5.434  -0.168
C  2.856  4.663  0.951
C  1.583  4.691  1.495
C  0.575  5.447  0.935
C  0.793  6.139  -0.224
H  4.097  5.280  -0.658
H  3.517  3.915  1.409
H  1.327  3.976  2.281
H  -0.421  5.509  1.384
H  0.084  6.762  -0.741
F  -1.568  6.213  3.063
C  -2.099  4.980  3.280
C  -1.499  4.230  4.277
C  -1.972  2.964  4.507
C  -2.988  2.444  3.759
C  -3.543  3.214  2.721
C  -3.097  4.500  2.443
H  -0.794  4.727  4.843
H  -1.567  2.462  5.371
H  -3.450  1.506  3.896
H  -4.379  2.837  2.117
H  -3.482  5.106  1.594
C  -2.728  2.999  -2.842
Br  -1.561  4.256  -2.019
Br  -4.207  2.585  -1.653
Br  -1.780  1.487  -3.363
H  -3.119  3.525  -3.704
N  3.848  2.975  -3.302
C  3.000  2.642  -2.296
C  2.416  1.355  -2.208
C  2.788  0.345  -3.101
C  3.643  0.696  -4.147
C  4.104  2.020  -4.189
H  2.847  3.441  -1.542
H  1.821  1.127  -1.345
H  2.374  -0.678  -2.996
H  4.001  0.016  -4.932
H  4.673  2.278  -5.044
N  1.976  -3.092  -4.678
C  1.943  -3.086  -3.340
C  0.823  -2.727  -2.568
C  -0.341  -2.235  -3.273
C  -0.242  -2.265  -4.637
C  0.881  -2.693  -5.316
H  2.837  -3.352  -2.830
H  0.844  -2.741  -1.501
H  -1.219  -1.900  -2.661
H  -1.162  -2.083  -5.174
H  0.805  -2.800  -6.393
N  3.484  -2.189  1.231
C  4.036  -1.631  0.194
C  4.474  -0.276  0.173
C  4.137  0.543  1.249
C  3.497  -0.081  2.330
C  3.230  -1.435  2.293
H  4.216  -2.242  -0.663
H  4.985  0.130  -0.658
H  4.504  1.569  1.270
H  3.196  0.403  3.270
H  2.779  -1.835  3.191
N  -4.060  -1.186  2.988
C  -4.150  -2.113  3.958
C  -3.872  -3.458  3.796
C  -3.657  -3.921  2.487
C  -3.606  -3.001  1.477
C  -3.761  -1.631  1.761
H  -4.460  -1.718  4.980
H  -3.786  -4.156  4.636
H  -3.589  -5.040  2.444
H  -3.490  -3.345  0.474
H  -3.756  -0.882  0.987
N  -2.530  -4.733  -1.140
C  -2.491  -5.083  -2.417
C  -1.665  -6.062  -2.955
C  -0.843  -6.765  -2.075
C  -0.953  -6.521  -0.742
C  -1.754  -5.472  -0.264
H  -3.099  -4.491  -3.068
H  -1.591  -6.131  -4.042
H  -0.199  -7.540  -2.542
H  -0.324  -7.057  -0.116
H  -1.817  -5.237  0.789
N  -0.139  -1.385  0.224
C  0.301  -2.102  1.291
C  0.111  -1.697  2.629
C  -0.611  -0.567  2.907
C  -1.023  0.222  1.834
C  -0.770  -0.244  0.542
H  0.918  -2.988  1.142
H  0.592  -2.245  3.482
H  -0.762  -0.277  3.956
H  -1.496  1.181  2.043
H  -1.098  0.368  -0.315

HOMO energy = -9.1338 eV
LUMO = 0.1 eV
Energy relative to the best compared isomer or geometry (same formula, charge and spin) = 0.0000 eV
Gap between HOMO and LUMO = 9.25 eV
Maximum force = 3.29 eV/A
Multiplicity = 1